## P
# C8H8S

An isolated molecule of C8H8S (ωB97M-V with the def2-TZVPD basis set, OMol25).

Atoms and positions in Å:
C  1.90779  1.45102  -0.02016
C  2.98947  0.62963  -0.06069
C  0.68839  0.72119  0.05620
C  0.93197  -0.60578  0.05148
C  -1.25038  -1.26021  -0.00374
C  -1.56433  -2.51458  0.07086
C  -0.72234  1.20430  0.20875
C  -1.73237  0.10383  -0.22919
S  2.56522  -1.05161  -0.01507
H  1.97705  2.52503  -0.04900
H  4.02348  0.90835  -0.12502
H  -2.59306  -2.85058  0.00238
H  -0.83548  -3.29393  0.20528
H  -0.88597  1.43975  1.26629
H  -0.89851  2.11471  -0.36852
H  -1.92476  0.21476  -1.30031
H  -2.67619  0.26412  0.31044

The HOMO energy is -8.38 eV. As for the charge: 0.


## Q
# C8H8S

An isolated molecule of C8H8S (ωB97M-V with the def2-TZVPD basis set, OMol25).

Atoms and positions in Å:
S  -0.47037  2.47401  -0.96471
C  -1.04102  1.00891  -0.61994
C  -1.58671  -0.01708  -1.61609
C  -0.28387  -0.82672  -1.42690
C  0.17246  -0.77726  -0.17134
C  1.47209  -1.00874  0.58117
C  1.39854  0.00262  1.67487
C  0.41251  0.87910  1.52652
C  -0.67270  0.25907  0.61642
H  -2.44955  -0.46645  -1.08423
H  -1.81262  0.34630  -2.59063
H  0.15544  -1.20728  -2.26800
H  1.53743  -2.16147  0.81714
H  2.29745  -0.71304  -0.06834
H  2.14658  0.25562  2.42114
H  0.37716  1.90681  1.89580
H  -1.65280  0.04560  1.27712

The HOMO energy is -8.31 eV. Its SMILES is S=C1CC=C2CC=C[C@@H]12. As for the charge: 0.


Least stable: P


## P
# C5H7FS2

An isolated molecule of C5H7FS2 (ωB97M-V with the def2-TZVPD basis set, OMol25).

Atoms and positions in Å:
C  -2.57833  -0.55023  -0.88420
C  0.13992  -0.07939  -0.12439
C  -3.88654  -0.52140  -1.22518
C  2.61865  -0.03701  0.49227
C  1.37310  -0.87874  0.11060
F  1.70103  -1.56983  -1.03811
S  -1.33530  -0.93404  0.08436
S  -5.13124  0.88850  -0.83940
H  -0.13569  0.85350  -0.71176
H  -4.35810  -1.07306  -2.06885
H  3.52427  -0.62041  0.49512
H  2.50111  0.57514  1.36360
H  2.70618  0.63464  -0.31552
H  1.07267  -1.68154  0.85949
H  -4.30455  1.52769  -0.00480

The HOMO energy (spin up / spin down) is -7.89 / -7.79 eV. As for the charge: 0.


## Q
# C5H7FS2

An isolated molecule of C5H7FS2 (ωB97M-V with the def2-TZVPD basis set, OMol25).

Atoms and positions in Å:
C  0.07238  -2.24049  -0.84773
C  -0.08723  0.52537  -0.37788
C  -0.07430  -3.43243  -0.32391
C  0.12075  2.80023  0.62181
C  0.26240  1.99483  -0.64542
F  -0.58479  2.53301  -1.61609
S  0.95953  -0.81102  -0.72988
S  0.15753  -3.87007  1.42203
H  -1.13255  0.40802  0.01186
H  -0.49846  -4.18225  -0.78925
H  0.73388  3.63221  0.42835
H  0.55718  2.41942  1.56833
H  -0.88932  3.01479  0.91384
H  1.31028  1.87608  -1.16071
H  -0.90731  -4.66769  1.52464

The HOMO energy (spin up / spin down) is -8.08 / -8.00 eV. As for the charge: 0.


Least stable: Q


## P
# CH2N2OS

A cluster of 2 separate species, CH2N2OS in total (ωB97M-V with the def2-TZVPD basis set, OMol25).

Atoms and positions in Å:
C  -1.55671  -1.98767  0.45867
N  -0.55878  -1.69688  0.98963
N  -0.08582  2.06138  -0.90930
O  1.04455  -0.16330  -0.33584
S  0.19032  0.59701  -1.19784
H  0.51379  2.53740  -0.15292
H  0.45264  -1.34795  1.14761

The HOMO energy is -11.44 eV. As for the charge: 0.


## Q
# CH2N2OS

An isolated molecule of CH2N2OS (ωB97M-V with the def2-TZVPD basis set, OMol25).

Atoms and positions in Å:
C  -1.31389  0.63170  0.28330
N  -1.74909  1.48596  -0.33594
N  1.05735  0.15203  0.29216
O  -0.44068  -1.65997  -0.50987
S  -0.28477  -0.70935  0.70398
H  1.83282  -0.42174  0.23335
H  0.89825  0.52137  -0.66698

The HOMO energy is -10.62 eV. As for the charge: 0.


Least stable: P


## P
# C6H7N3

An isolated molecule of C6H7N3 (ωB97M-V with the def2-TZVPD basis set, OMol25).

Atoms and positions in Å:
C  -1.27260  1.51715  0.15979
C  -1.98705  0.43287  0.04771
C  0.56274  -0.68463  0.18458
C  1.80182  -1.31796  0.01209
C  2.80978  -0.38747  -0.08907
C  -2.78579  -0.80691  -0.07053
N  0.08631  1.65075  0.07559
N  0.92269  0.57580  0.03339
N  2.18744  0.80620  -0.14278
H  -1.83097  2.38281  0.40454
H  1.96626  -2.32492  0.06990
H  3.81739  -0.46762  -0.55744
H  -3.09224  -1.14855  0.99185
H  -3.68157  -0.48017  -0.66934
H  -2.10442  -1.49318  -0.54613
H  2.60022  1.74583  0.09585

The HOMO energy (spin up / spin down) is -7.00 / -7.01 eV. As for the charge: 0.


## Q
# C6H7N3

An isolated molecule of C6H7N3 (ωB97M-V with the def2-TZVPD basis set, OMol25).

Atoms and positions in Å:
C  0.93875  1.67390  -1.12467
C  -0.91493  -1.70019  1.01846
C  0.68493  0.46160  -0.61855
C  0.09991  -2.39734  0.60522
C  -0.54699  0.61497  0.14107
C  -0.14140  2.62245  -0.67269
N  -1.03732  1.81441  0.12725
N  -1.21695  -0.36183  0.83956
N  1.22044  -2.97340  0.22641
H  1.75687  1.98107  -1.74915
H  -1.69960  -2.21150  1.57922
H  0.25574  3.43391  -0.05625
H  -0.69628  3.07091  -1.50227
H  -2.09368  -0.04691  1.22625
H  1.30932  -3.26074  -0.74034
H  2.08119  -2.72131  0.70048

The HOMO energy (spin up / spin down) is -6.91 / -6.13 eV. As for the charge: 0.


Least stable: P


## P
# C3H8NO2

An isolated molecule of C3H8NO2 (ωB97M-V with the def2-TZVPD basis set, OMol25).

Atoms and positions in Å:
C  -0.70837  0.00272  0.46872
C  -1.51728  0.37342  -0.78598
O  -1.04022  1.52267  -1.40385
N  0.74905  0.23412  0.18257
C  1.65201  -0.87127  0.58756
O  1.32297  -1.73755  1.48888
H  -0.75356  -0.99663  0.90136
H  -0.93063  0.60187  1.35207
H  -1.54872  -0.51321  -1.43057
H  -2.56885  0.55426  -0.55663
H  -0.14993  1.44759  -1.68609
H  1.06258  1.16052  0.43971
H  1.81289  -1.40373  -0.39819
H  2.61806  -0.37478  0.84043

The HOMO energy (spin up / spin down) is -9.31 / -9.33 eV. As for the expectation value of S²: 0.755. As for the spin multiplicity: 2. As for the charge: 0.


## Q
# C3H8NO2

A cluster of 2 separate species, C3H8NO2 in total (ωB97M-V with the def2-TZVPD basis set, OMol25).

Atoms and positions in Å:
O  1.70072  -0.63576  0.22353
C  2.30428  -1.42678  0.87505
O  2.09573  -2.76360  0.88079
H  3.13225  -1.09856  1.52528
H  2.93979  -3.20036  0.85981
C  -2.50385  0.90518  -0.36385
C  -0.06249  1.42901  -0.50461
N  -1.11832  0.54652  -0.62454
H  -2.84303  0.22466  0.40955
H  -3.06121  0.97150  -1.30106
H  -2.45633  1.95625  -0.07961
H  -0.15430  2.34932  0.04562
H  0.77053  1.09991  -1.09448
H  -0.74375  -0.35730  -0.85148

The HOMO energy (spin up / spin down) is -5.32 / -9.22 eV. As for the expectation value of S²: 0.754. As for the spin multiplicity: 2. As for the charge: 0.


Least stable: P


## P
# C6H15NS

An isolated molecule of C6H15NS (ωB97M-V with the def2-TZVPD basis set, OMol25).

Atoms and positions in Å:
C  2.01208  -0.75162  1.54649
C  2.51165  0.35478  0.68117
C  1.87338  0.22674  -0.77389
C  0.37417  -0.04187  -0.83967
N  -0.43619  0.85407  -0.03204
C  -1.69713  0.36132  0.49816
C  -2.71614  -0.00313  -0.63610
S  -4.10579  -1.03388  -0.05547
H  0.92901  -0.79434  1.62189
H  2.48796  -0.78221  2.51766
H  2.21967  -1.67835  1.00630
H  3.57074  0.35110  0.43386
H  2.19481  1.36224  0.92571
H  2.44594  -0.53381  -1.39286
H  2.08035  1.08899  -1.42188
H  0.23313  0.11119  -1.91251
H  0.08780  -1.07254  -0.57115
H  -0.48169  1.78350  -0.43134
H  -2.27809  1.07215  1.08473
H  -1.36636  -0.41437  1.17498
H  -2.15000  -0.74379  -1.18949
H  -2.94192  0.93053  -1.12844
H  -4.84737  -0.64669  -1.10612

The HOMO energy is -8.53 eV. Its SMILES is CCCCNCCS. As for the charge: 0.


## Q
# C6H15NS

A cluster of 2 separate species, C6H15NS in total (ωB97M-V with the def2-TZVPD basis set, OMol25).

Atoms and positions in Å:
C  -0.04737  -0.25267  -1.54505
C  0.86185  1.00952  -1.51585
C  2.26720  0.69232  -0.93485
S  3.13326  -0.46978  1.84486
C  -0.51779  -0.93654  -0.26965
N  -1.59488  -0.26354  0.52113
C  -0.95425  0.84947  1.28998
C  -2.20836  -1.17208  1.55560
H  0.55559  -0.96305  -2.24342
H  -0.96841  -0.01967  -2.11889
H  1.12765  1.27500  -2.55983
H  0.32780  1.88244  -1.15216
H  2.85173  0.11542  -1.69263
H  2.45118  0.29232  0.07525
H  2.82199  1.69593  -0.82701
H  0.32631  -1.01828  0.37842
H  -1.05272  -1.80644  -0.55932
H  -0.64517  1.58213  0.56175
H  -1.62393  1.17797  2.03230
H  0.06728  0.51740  1.80809
H  -2.64981  -2.09533  1.04830
H  -3.07578  -0.60459  1.98561
H  -1.45338  -1.48794  2.31738

The HOMO energy is -8.67 eV. As for the charge: 0.


Least stable: Q